DFT (ωB97M-V/def2-TZVPD) results for a 2-piece molecular cluster, C4H12N3 overall.

Structure (ORCA input):
```
! RIJCOSX wB97M-V def2-TZVPD def2/J DEFGRID3
* xyz 1 1
N -0.96 -1.97 -0.70
C -2.06 -1.46 -0.06
N -2.56 -0.33 -0.37
H -0.76 -2.93 -0.50
H -0.89 -1.73 -1.68
H -2.46 -2.08 0.74
H -3.47 -0.23 0.06
C 2.42 0.94 1.16
C 1.05 0.46 0.74
C -0.39 1.35 -1.02
N 0.71 0.84 -0.64
H 3.18 0.64 0.43
H 2.47 2.02 1.30
H 2.66 0.46 2.09
H 1.00 -0.63 0.76
H 0.26 0.85 1.38
H -0.55 1.47 -2.09
H -1.11 1.64 -0.27
H 1.44 0.69 -1.33
*
```

Output
- Lowest unoccupied orbital energy: -4.21 eV
- E_HOMO: -13.304 eV
- Gap between HOMO and LUMO: 0.33405 Ha
- Relative energy (zero: lowest compared OMol25 entry of this formula, charge and spin): 40.6 kcal per mole
- E_tot: -8805.9723 eV



DFT (ωB97M-V/def2-TZVPD) results for an isolated ion of composition C4H12N3 and charge +1.

Structure (ORCA input):
```
! RIJCOSX wB97M-V def2-TZVPD def2/J DEFGRID3
* xyz 1 1
H 2.31 1.87 -2.00
N 1.92 2.11 -1.08
C 0.65 1.80 -0.75
N -0.41 1.17 -1.37
C -1.26 0.16 -0.77
C -0.44 -1.10 -0.30
C -0.64 -1.08 1.27
N 0.86 -0.92 1.69
H 0.32 2.25 0.19
H -0.23 1.07 -2.35
H -2.06 0.05 -1.41
H -1.99 0.58 0.05
H 0.60 -1.04 -0.75
H -0.90 -1.94 -0.84
H -1.05 -2.12 1.56
H -1.28 -0.27 1.58
H 1.37 -0.55 0.88
H 0.98 -0.21 2.52
H 1.23 -1.82 1.89
*
```

Output
- Lowest unoccupied orbital energy: -3.74 eV
- E_HOMO: -12.603 eV
- Gap between HOMO and LUMO: 0.32587 Ha
- Relative energy (zero: lowest compared OMol25 entry of this formula, charge and spin): 88.4 kcal per mole
- SMILES: [H]/N=C\NCCC[NH3+]
- E_tot: -8803.8997 eV



DFT (ωB97M-V/def2-TZVPD) results for an isolated ion of composition C4H12N3 and charge +1.

Structure (ORCA input):
```
! RIJCOSX wB97M-V def2-TZVPD def2/J DEFGRID3
* xyz 1 1
H -0.25 -1.67 -2.62
N -0.74 -0.80 -2.84
C -0.50 0.12 -2.02
N 0.71 0.15 -1.21
C 0.74 1.16 -0.13
C -0.44 1.00 0.79
C -0.73 -0.40 1.29
N 0.51 -1.29 1.35
H -1.25 0.84 -1.70
H 1.56 0.23 -1.74
H 1.71 0.98 0.35
H 0.81 2.19 -0.49
H -0.33 1.73 1.60
H -1.37 1.36 0.35
H -1.18 -0.34 2.29
H -1.42 -0.92 0.63
H 0.86 -1.15 0.39
H 0.17 -2.20 1.64
H 1.14 -0.98 2.09
*
```

Output
- Lowest unoccupied orbital energy: -3.60 eV
- E_HOMO: -13.175 eV
- Gap between HOMO and LUMO: 0.35191 Ha
- Relative energy (zero: lowest compared OMol25 entry of this formula, charge and spin): 53.0 kcal per mole
- SMILES: [H]/N=C\NCCC[NH3+]
- E_tot: -8805.4353 eV